No. 1
C15H33N3O9Sr as an isolated structure. Source: the OMol25 dataset; level of theory: the ωB97M-V functional and the def2-TZVPD basis.

## Properties
Relative energy (zero: lowest compared OMol25 entry of this formula, charge and spin): 0.1292 eV
Highest occupied orbital energy: 4.6 eV
Energy: -39796.031 eV
Charge: -4

Each line ends with the Mulliken charge.
Cartesian coordinates (Å):
Sr (1.13903, 0.39452, 0.62777)  1.30
O (4.26496, 0.71042, -1.73279)  -0.68
C (4.80863, 1.43413, -2.80531)  -0.61
C (5.11144, 2.98204, -2.55331)  -0.40
O (5.77401, 3.48743, -1.33874)  -0.76
H (4.17383, 1.41135, -3.69109)  0.23
H (5.78906, 0.99951, -3.00017)  0.25
H (4.14899, 3.49185, -2.59661)  0.20
H (5.63085, 3.32763, -3.44711)  0.26
O (1.94448, 6.74600, 1.19621)  -0.84
C (0.61131, 6.28462, 1.01595)  -0.52
C (0.24516, 4.81914, 1.17434)  -0.19
O (0.82211, 4.01664, 2.21287)  -0.69
H (0.31072, 6.58555, 0.01236)  0.23
H (-0.07777, 6.99419, 1.47397)  0.23
H (0.28924, 4.29328, 0.22060)  0.08
H (-0.82224, 4.77445, 1.39059)  0.22
O (2.90129, 1.75557, 6.62286)  -0.96
C (3.46833, 0.39654, 6.51679)  -0.40
C (3.54124, -0.41968, 5.19594)  -0.49
O (3.78320, 0.06977, 3.86554)  -0.64
H (2.98773, -0.21636, 7.27934)  0.22
H (4.50367, 0.39705, 6.85762)  0.18
H (2.61835, -0.99385, 5.11414)  0.16
H (4.30965, -1.19276, 5.19396)  0.24
C (-2.15172, -0.93653, 4.53267)  0.12
O (-1.95479, -0.77207, 3.34966)  -0.55
N (-3.36471, -1.34229, 5.00665)  0.11
C (-3.54123, -1.74606, 6.40208)  -0.97
C (-4.46627, -1.71039, 4.11246)  -1.00
H (-1.36045, -0.78507, 5.28311)  0.35
H (-4.04196, -2.71023, 6.31405)  0.33
H (-4.27583, -1.09774, 6.87973)  0.26
H (-2.55416, -1.90088, 6.83775)  0.37
H (-5.42559, -1.66267, 4.62774)  0.36
H (-4.57965, -1.09646, 3.21896)  0.31
H (-4.27067, -2.74299, 3.82336)  0.35
C (-1.99550, 0.63672, -3.84127)  -0.03
O (-1.77494, 0.89810, -2.62018)  -0.66
N (-3.15327, 0.91610, -4.46718)  1.32
C (-3.37057, 0.76791, -5.88609)  -2.44
C (-4.30815, 1.35437, -3.82215)  -1.26
H (-1.21848, 0.41782, -4.58995)  0.15
H (-2.66392, 0.06965, -6.33461)  0.64
H (-3.38518, 1.74821, -6.36244)  0.49
H (-4.31472, 0.23126, -5.97923)  0.47
H (-4.11141, 1.31016, -2.75096)  0.14
H (-4.50777, 2.30806, -4.31075)  0.44
H (-5.15427, 0.72905, -4.10705)  0.38
C (0.16139, -4.41257, -1.86292)  -0.17
O (0.32614, -3.41153, -1.15569)  -0.47
N (0.73125, -4.61869, -3.12295)  0.89
C (0.44293, -5.78923, -3.95842)  -1.86
C (1.65683, -3.67453, -3.82020)  -1.28
H (-0.54107, -5.24174, -1.68621)  0.15
H (-0.21741, -5.50543, -4.77788)  0.59
H (-0.05195, -6.59495, -3.41619)  0.36
H (1.37908, -6.21076, -4.32455)  0.40
H (1.63827, -3.51444, -4.89822)  0.43
H (1.43421, -2.64745, -3.53099)  0.29
H (2.70837, -3.81168, -3.56807)  0.36



No. 2
C15H33N9O3SW as an isolated structure. Source: the OMol25 dataset; level of theory: the ωB97M-V functional and the def2-TZVPD basis.

## Properties
Relative energy (zero: lowest compared OMol25 entry of this formula, charge and spin): 0.0000 eV
Highest occupied orbital energy (spin up / spin down): -19.8 / -19.8 eV
Energy: -48269.839 eV
Expectation value of S²: 2.017
Charge: +4
Spin multiplicity: 3

Each line ends with the Löwdin spin population.
Cartesian coordinates (Å):
W (1.12088, -0.43052, -0.22812)  1.67
N (-0.38283, 0.64109, 0.96559)  0.02
C (-0.04383, 2.11362, 1.05363)  0.01
C (-1.17673, 3.05011, 1.48999)  0.00
C (-2.16929, 3.53241, 0.41788)  0.00
C (-3.20188, 4.48019, 1.04501)  0.00
N (-3.73625, 5.40064, 0.03735)  0.00
C (-4.81300, 6.19596, 0.20365)  0.00
N (-4.90749, 7.32241, -0.49465)  0.00
N (-5.77033, 5.87950, 1.06534)  0.00
C (0.64018, 2.48064, -0.25862)  0.02
O (0.71514, 3.55677, -0.73013)  0.01
O (1.26513, 1.37454, -0.81519)  0.09
H (-1.29030, 0.53111, 0.50519)  0.00
H (-0.50414, 0.26657, 1.90710)  0.01
H (0.74552, 2.17148, 1.80987)  0.00
H (-0.68118, 3.92560, 1.91419)  0.00
H (-1.70019, 2.57666, 2.32668)  0.00
H (-2.68515, 2.70198, -0.07380)  0.00
H (-1.61287, 4.06441, -0.35427)  0.00
H (-2.74034, 5.05179, 1.85517)  0.00
H (-4.01568, 3.89857, 1.47652)  0.00
H (-3.09562, 5.69310, -0.68476)  0.00
H (-4.13394, 7.66487, -1.04110)  0.00
H (-5.79995, 7.76747, -0.64880)  0.00
H (-5.83877, 4.96631, 1.47760)  0.00
H (-6.51435, 6.53041, 1.26468)  0.00
C (6.76726, -1.24529, 0.55517)  0.00
N (5.29643, -1.24187, 0.48258)  0.00
C (4.44100, -2.16760, 1.23013)  0.00
C (3.10010, -1.69775, 0.77471)  0.04
O (1.91610, -2.02932, 1.04027)  0.04
N (3.21811, -0.67521, -0.08920)  0.01
C (4.57672, -0.40860, -0.24647)  0.00
N (5.02983, 0.54615, -1.01957)  0.00
H (7.07721, -2.06110, 1.20186)  0.00
H (7.12490, -0.30796, 0.98064)  0.00
H (7.19091, -1.40844, -0.43546)  0.00
H (4.55831, -2.06118, 2.31278)  0.00
H (4.62682, -3.21147, 0.96251)  0.00
H (4.39763, 1.13195, -1.54563)  0.00
H (6.02082, 0.72352, -1.11802)  0.00
C (0.61623, -4.22453, -3.27583)  0.00
N (0.10533, -4.50380, -1.91894)  0.00
C (0.28243, -5.90886, -1.49216)  0.00
C (-0.41247, -3.59890, -1.12205)  0.04
S (-0.02297, -1.86187, -1.57146)  0.00
N (-1.24813, -3.86359, -0.13697)  0.01
C (-2.19351, -5.00457, -0.20644)  0.00
C (-1.46859, -2.96044, 0.99198)  0.01
H (0.38164, -5.08799, -3.89481)  0.00
H (1.69762, -4.09348, -3.25083)  0.00
H (0.13370, -3.35620, -3.71270)  0.00
H (1.26654, -6.22204, -1.83582)  0.00
H (-0.46673, -6.55427, -1.94727)  0.00
H (0.23988, -5.98159, -0.41014)  0.00
H (-2.26679, -5.36590, -1.22679)  0.00
H (-3.16894, -4.63003, 0.09875)  0.00
H (-1.89286, -5.80752, 0.46361)  0.00
H (-0.53200, -2.51193, 1.31388)  0.00
H (-1.84884, -3.55119, 1.82241)  0.00
H (-2.21642, -2.20482, 0.73927)  0.00



No. 3
C15H33NO8S3 as an isolated structure. Source: the OMol25 dataset; level of theory: the ωB97M-V functional and the def2-TZVPD basis.

## Properties
Relative energy (zero: lowest compared OMol25 entry of this formula, charge and spin): 1.5423 eV
Highest occupied orbital energy: -8.9 eV
Energy: -66455.412 eV

Each line ends with the Mulliken charge.
Cartesian coordinates (Å):
C (-1.17960, -2.79917, -3.14161)  -0.82
C (-1.00831, -3.97586, -2.25255)  0.56
O (-1.11122, -5.21376, -2.56812)  -0.60
N (-0.74907, -3.68696, -0.76638)  0.07
H (-0.08602, -2.73178, -0.57916)  0.36
H (-1.66137, -3.11066, -0.29570)  0.40
C (-0.35106, -4.71593, 0.28131)  -0.78
H (-0.22750, -2.18020, -3.11150)  0.15
H (-2.08661, -2.25976, -2.80020)  0.19
H (-1.39197, -2.91029, -4.12369)  0.48
H (-0.23642, -4.24002, 1.30531)  0.22
H (0.51136, -5.19561, -0.08368)  0.35
H (-1.35165, -5.36437, 0.13896)  0.31
O (0.63699, -1.66633, -0.65879)  -0.86
H (1.19207, -0.90149, -0.70506)  0.07
C (2.12948, 1.72975, 2.42010)  -0.02
C (3.56997, 2.22047, 2.85461)  -0.79
C (4.51231, 1.63735, 2.08036)  -0.49
S (3.84474, 0.22034, 1.26750)  1.15
O (4.59334, -0.86347, 1.77127)  -0.72
O (3.73361, 0.50916, -0.15068)  -0.62
C (2.25610, 0.23304, 2.14096)  -0.36
H (1.67478, 2.19409, 1.51450)  -0.04
H (1.39484, 1.99209, 3.23122)  0.34
H (3.82265, 2.18530, 3.95482)  0.29
H (3.64582, 3.28323, 2.76147)  0.36
H (5.50508, 1.33845, 2.59159)  0.27
H (4.79276, 2.22454, 1.09362)  0.25
H (2.49353, -0.27203, 2.89023)  0.91
H (1.55254, -0.00649, 1.21709)  -0.55
C (-2.51283, -0.84000, 3.02941)  -0.50
C (-2.23929, 0.38421, 2.23346)  -1.42
C (-2.15704, 0.22381, 0.79866)  0.63
S (-3.42505, -1.06686, 0.55121)  1.16
O (-2.94271, -2.27810, -0.07968)  -0.70
O (-4.57610, -0.37013, -0.05204)  -0.74
C (-3.74097, -1.29290, 2.24916)  -0.88
H (-2.68772, -0.95064, 4.13729)  0.34
H (-2.03434, -1.60943, 2.72126)  0.37
H (-1.40931, 0.85154, 2.53501)  0.56
H (-2.90360, 1.20165, 2.22560)  0.50
H (-1.33303, -0.07811, 0.48015)  -0.29
H (-2.38172, 1.09761, 0.28289)  0.07
H (-4.10455, -2.43312, 2.37085)  0.40
H (-4.76092, -0.84613, 2.37864)  0.39
C (-1.02032, 2.51171, -2.73102)  -0.09
C (0.12031, 1.47046, -2.76304)  0.22
C (1.35900, 2.16963, -2.66306)  -0.26
S (0.99904, 3.62209, -1.76578)  1.03
O (2.06263, 4.57281, -1.99781)  -0.72
O (0.64558, 3.31215, -0.39106)  -0.60
C (-0.44018, 3.89729, -2.80460)  -0.74
H (-1.68248, 2.14175, -1.80015)  -0.26
H (-1.93488, 2.36408, -3.57527)  0.32
H (0.09108, 1.00859, -3.82393)  0.20
H (-0.08462, 0.62718, -2.17027)  -0.32
H (1.70335, 2.46770, -3.64655)  0.38
H (2.01877, 1.37266, -2.05359)  0.05
H (-0.20887, 4.17320, -3.79873)  0.35
H (-0.84042, 4.62165, -2.15481)  0.46



No. 4
C15H34AlNO2P2 as an isolated structure. Source: the OMol25 dataset; level of theory: the ωB97M-V functional and the def2-TZVPD basis.

## Properties
Highest occupied orbital energy: -4.8 eV
Energy: -46863.442 eV

Each line ends with the Mulliken charge.
Cartesian coordinates (Å):
C (-3.72080, 1.51167, -0.60198)  -0.76
C (-2.64530, 0.72906, -0.20270)  0.40
N (-1.47085, 1.30548, 0.18563)  0.20
C (-1.30445, 2.63928, -0.01222)  0.60
C (-2.32624, 3.43931, -0.46870)  -0.72
C (-3.55420, 2.88524, -0.74333)  -0.50
C (-2.79820, -0.79840, -0.15162)  -1.37
P (-1.35301, -1.74308, 0.59466)  1.14
Al (0.00650, 0.20530, 1.12933)  0.57
P (1.33148, 2.03215, 0.32102)  0.97
C (0.00326, 3.26318, 0.29193)  -1.38
O (-2.28659, -1.32677, -3.75819)  -0.61
O (0.59538, 0.52982, -3.44194)  -0.53
H (-4.63540, 0.98521, -0.88163)  0.48
H (-2.20033, 4.50618, -0.55980)  0.50
H (-4.39581, 3.46827, -1.06009)  0.45
C (-2.25425, -2.48029, 1.96322)  -1.68
C (-1.08670, -3.12244, -0.58276)  -1.35
H (0.28621, 4.01291, -0.44113)  0.54
H (0.00587, 3.74005, 1.27119)  0.47
H (-2.85928, -1.27578, -1.10452)  0.58
H (-3.72318, -1.11423, 0.37544)  0.55
C (2.72319, 2.77475, 1.22423)  -1.41
C (1.86998, 1.94117, -1.41764)  -1.24
H (0.81241, -0.37466, -3.80994)  -1.29
H (0.23506, 1.05042, -4.21208)  0.10
H (-1.59454, -0.99279, -3.17234)  0.24
H (-2.86961, -0.50468, -3.84696)  0.32
H (-0.09580, 0.32717, 2.69423)  -0.54
H (1.05189, -1.46272, -4.23099)  0.97
H (-3.09097, -3.04821, 1.55560)  0.51
H (-1.58162, -3.11725, 2.53942)  0.38
H (-2.63534, -1.68545, 2.60177)  0.41
H (-1.89743, -3.85414, -0.45641)  0.43
H (-1.10744, -2.76077, -1.62059)  0.41
H (-0.11798, -3.60427, -0.39474)  0.39
H (1.91571, 2.96269, -1.81836)  0.48
H (2.84456, 1.43994, -1.50796)  0.40
H (1.16004, 1.36590, -2.04905)  0.18
H (3.06036, 3.68900, 0.71152)  0.43
H (2.38510, 3.02098, 2.24127)  0.38
H (3.55734, 2.05767, 1.28795)  0.35
C (1.91255, -2.17410, 2.82930)  -1.49
C (2.52449, -1.26334, 1.73422)  1.03
C (3.87450, -1.85496, 1.30249)  -1.60
C (1.55721, -1.08228, 0.56924)  -1.03
H (1.72330, -3.19165, 2.43725)  0.29
H (0.96243, -1.78021, 3.23194)  0.19
H (2.60719, -2.27641, 3.68484)  0.47
H (2.69333, -0.27509, 2.21244)  -0.12
H (3.72860, -2.83556, 0.82531)  0.32
H (4.37287, -1.17869, 0.60065)  0.39
H (4.52670, -1.98483, 2.17835)  0.43
H (2.09031, -0.65619, -0.28377)  0.51
H (1.18750, -2.06351, 0.23701)  0.21



Calculated largest force on an atom (eV/Å), listed in the same order as above: 4.02, 0.25, 11.37, 3.76